{
  "formula": "C41H41Cl5N6OS2Tb",
  "method": "the ωB97M-V functional and the def2-TZVPD basis",
  "gap_ev": [7.74, 8.36],
  "fmax_ha_per_bohr": 0.01143,
  "e_lumo_ev": [-3.07, -2.46],
  "spin_multiplicity": 7,
  "s2": 12.123,
  "relative_energy_kj_mol": 0.00,
  "e_tot_ev": -160884.9026,
  "charge": 1,
  "e_homo_ev": [-10.8, -10.8],
  "symbols": ["Tb", "Cl", "C", "C", "C", "Cl", "C", "Cl", "C", "Cl", "C", "Cl", "S", "C", "C", "C", "C", "C", "C", "N", "C", "C", "C", "C", "C", "C", "C", "H", "H", "H", "H", "H", "H", "H", "H", "C", "C", "C", "C", "N", "C", "S", "N", "C", "C", "C", "C", "H", "H", "H", "H", "H", "H", "H", "H", "H", "H", "H", "H", "H", "H", "H", "H", "H", "H", "H", "H", "C", "C", "C", "C", "C", "N", "C", "O", "N", "C", "C", "C", "C", "N", "C", "C", "C", "H", "H", "H", "H", "H", "H", "H", "H", "H", "H", "H", "H", "H"],
  "positions_angstrom": [[0.28117, 1.03503, 1.66675], [-0.08794, 1.24213, 5.47844], [-1.09412, 0.04033, 4.71124], [-0.89781, -0.22785, 3.36747], [-1.74786, -1.16207, 2.82549], [-1.55471, -1.42239, 1.07647], [-2.72090, -1.86653, 3.51770], [-3.69875, -3.04128, 2.73257], [-2.86627, -1.58700, 4.87480], [-4.03911, -2.42831, 5.79601], [-2.05569, -0.61765, 5.47757], [-2.25235, -0.25399, 7.14156], [2.58010, 4.13607, 4.51453], [3.61539, 2.74858, 4.53248], [4.74147, 2.51252, 5.31700], [5.39421, 1.30663, 5.16361], [4.93585, 0.35544, 4.24399], [3.82252, 0.59471, 3.46533], [3.15434, 1.80984, 3.61329], [2.00851, 2.21348, 2.92357], [1.59937, 3.39925, 3.30146], [0.37710, 4.04201, 2.77801], [0.02786, 5.31391, 3.23042], [-1.13197, 5.91232, 2.76841], [-1.93061, 5.23383, 1.85696], [-1.56833, 3.96493, 1.42093], [-0.41365, 3.32631, 1.86655], [5.09045, 3.24971, 6.02679], [6.26956, 1.09497, 5.76165], [5.46786, -0.58047, 4.14140], [3.47440, -0.13081, 2.74105], [0.65482, 5.84506, 3.93756], [-1.41190, 6.89667, 3.11718], [-2.84151, 5.69090, 1.49183], [-2.22063, 3.46878, 0.70755], [-1.10508, -5.56981, -2.00373], [-1.75783, -4.21906, -2.28866], [-1.06646, -3.05617, -1.58097], [0.33708, -2.79878, -2.12495], [0.96484, -1.63869, -1.51971], [1.63366, -1.63304, -0.36805], [2.36721, -0.17237, 0.18520], [1.70964, -2.75345, 0.33374], [2.43956, -2.90466, 1.59570], [1.60830, -2.55928, 2.82744], [0.75928, -3.71270, 3.36095], [-0.25368, -4.27816, 2.36806], [-1.68149, -6.38383, -2.44085], [-1.04560, -5.75136, -0.92756], [-0.09662, -5.63641, -2.41561], [-2.79866, -4.24602, -1.96418], [-1.77311, -4.03249, -3.36674], [-1.01396, -3.26753, -0.50139], [-1.65235, -2.14016, -1.69273], [0.30299, -2.62178, -3.20099], [0.99137, -3.66133, -1.98013], [0.81867, -0.73146, -1.93560], [1.19349, -3.55271, 0.00166], [3.32262, -2.27259, 1.52920], [2.77689, -3.94186, 1.64145], [0.96955, -1.70506, 2.58878], [2.28740, -2.22758, 3.61784], [0.23342, -3.36519, 4.25305], [1.42704, -4.51453, 3.68940], [-0.88076, -3.49192, 1.94227], [-0.91228, -4.99775, 2.85312], [0.23634, -4.81080, 1.54602], [-1.86412, -1.84142, -6.34530], [-1.47233, -0.40405, -6.12857], [-0.26539, -0.06480, -5.52895], [0.10330, 1.25680, -5.31913], [-0.75443, 2.28039, -5.69828], [-0.43911, 3.65114, -5.52041], [0.45911, 4.21732, -4.65566], [1.01816, 5.26650, -4.86842], [0.70242, 3.49030, -3.48860], [-0.22307, 2.81458, -2.70137], [-1.59682, 2.83247, -2.92196], [-2.41692, 2.09503, -2.08952], [-1.86183, 1.36903, -1.05083], [-0.54494, 1.36245, -0.82170], [0.24705, 2.07208, -1.62282], [-1.96290, 1.96052, -6.30673], [-2.30908, 0.63727, -6.52221], [-0.98918, -2.49099, -6.35567], [-2.38999, -1.96792, -7.29090], [-2.52982, -2.19054, -5.55300], [0.42300, -0.85245, -5.24264], [1.06800, 1.48634, -4.88696], [-0.70262, 4.28070, -6.26530], [1.55766, 3.78860, -3.04015], [-2.01842, 3.42778, -3.72061], [-3.48741, 2.08982, -2.23970], [-2.47906, 0.76754, -0.39510], [1.31146, 2.03391, -1.40933], [-2.63312, 2.75434, -6.61462], [-3.25195, 0.41072, -7.00523]],
  "atomic_forces_ev_per_a": [[0.1, 0.2, -0.4], [0.0, 0.0, -0.1], [0.1, -0.1, 0.2], [-0.4, 0.3, 0.0], [0.0, 0.1, -0.1], [-0.2, 0.5, 0.2], [0.0, -0.1, -0.1], [-0.1, 0.0, 0.0], [0.0, 0.0, 0.0], [0.0, 0.0, 0.0], [0.0, 0.0, 0.0], [0.0, 0.0, 0.0], [0.0, 0.1, 0.0], [0.1, 0.0, 0.1], [0.0, 0.0, 0.0], [0.0, 0.0, 0.0], [0.0, 0.0, 0.0], [0.0, 0.0, 0.0], [-0.1, 0.0, -0.1], [-0.1, -0.2, -0.1], [-0.1, 0.1, 0.0], [0.2, 0.0, 0.2], [0.0, 0.1, -0.1], [0.0, -0.1, 0.0], [0.0, 0.0, 0.0], [-0.1, 0.0, -0.1], [0.1, -0.3, 0.0], [0.0, 0.0, 0.0], [0.0, 0.0, 0.0], [0.0, 0.0, 0.0], [0.0, 0.0, 0.0], [0.0, 0.0, 0.0], [0.0, 0.0, 0.0], [0.0, 0.0, 0.0], [0.0, 0.0, 0.0], [0.0, 0.0, 0.0], [0.0, 0.0, 0.0], [0.1, -0.3, 0.0], [-0.2, -0.1, 0.0], [0.2, 0.2, 0.0], [-0.3, 0.2, 0.2], [0.2, 0.0, -0.1], [0.2, -0.2, 0.1], [0.0, -0.1, -0.1], [0.1, -0.1, 0.0], [0.0, 0.0, -0.1], [0.0, 0.0, 0.0], [0.0, 0.0, 0.0], [0.0, 0.0, 0.0], [0.0, 0.0, 0.0], [0.0, 0.0, 0.0], [0.0, 0.0, 0.0], [0.0, 0.0, -0.4], [0.0, 0.0, 0.0], [0.0, 0.0, 0.0], [0.0, 0.0, -0.1], [0.1, 0.0, 0.0], [0.0, 0.0, 0.0], [0.0, 0.0, 0.0], [0.0, 0.0, 0.0], [0.0, 0.0, 0.0], [0.0, 0.0, 0.0], [0.0, 0.0, 0.0], [0.0, 0.0, 0.0], [0.2, -0.4, 0.1], [0.0, 0.0, 0.0], [0.0, 0.0, 0.0], [0.0, 0.0, 0.0], [0.0, 0.0, 0.0], [0.0, 0.0, 0.0], [0.1, -0.1, -0.1], [0.0, 0.1, -0.1], [-0.1, 0.1, -0.3], [0.0, -0.1, 0.0], [0.0, 0.0, 0.0], [0.2, 0.1, 0.2], [0.1, 0.0, 0.0], [-0.2, 0.1, 0.1], [0.0, 0.0, 0.0], [0.0, -0.1, -0.1], [-0.1, 0.1, 0.5], [0.1, -0.1, 0.0], [0.0, 0.0, 0.1], [0.0, 0.0, 0.0], [0.0, 0.0, 0.0], [0.0, 0.0, 0.0], [0.0, 0.0, 0.0], [0.0, 0.0, 0.0], [0.0, 0.0, 0.0], [0.1, -0.1, 0.0], [-0.1, 0.0, 0.1], [0.0, -0.1, 0.1], [0.0, 0.0, 0.0], [0.0, 0.0, 0.0], [0.0, 0.0, 0.0], [0.0, 0.0, 0.0], [0.0, 0.0, 0.0]],
  "lowdin_spin": [6.13, 0.00, 0.00, -0.03, 0.00, 0.00, 0.00, 0.00, 0.00, 0.00, 0.00, 0.00, 0.00, 0.00, 0.00, 0.00, 0.00, 0.00, 0.00, -0.01, 0.00, -0.01, 0.00, 0.00, 0.00, -0.01, -0.06, 0.00, 0.00, 0.00, 0.00, 0.00, 0.00, 0.00, 0.00, 0.00, 0.00, 0.00, 0.00, 0.00, 0.00, 0.00, 0.00, 0.00, 0.00, 0.00, 0.00, 0.00, 0.00, 0.00, 0.00, 0.00, 0.00, 0.00, 0.00, 0.00, 0.00, 0.00, 0.00, 0.00, 0.00, 0.00, 0.00, 0.00, 0.00, 0.00, 0.00, 0.00, 0.00, 0.00, 0.00, 0.00, 0.00, 0.00, 0.00, 0.00, 0.00, 0.00, 0.00, 0.00, 0.00, 0.00, 0.00, 0.00, 0.00, 0.00, 0.00, 0.00, 0.00, 0.00, 0.00, 0.00, 0.00, 0.00, 0.00, 0.00, 0.00]
}